# 1
DFT (ωB97M-V/def2-TZVPD) results for a gas-phase ion, C2H3N4 (charge -1) in a non-equilibrium geometry.

Each line ends with the Mulliken charge.
Geometry (Å):
C (0.825, -0.984, 1.080)  0.607
C (0.031, 0.003, 0.072)  -0.698
N (1.296, -2.181, 0.801)  -0.390
N (1.320, -0.500, 2.266)  -0.390
N (1.916, -2.537, 1.928)  -0.408
N (1.874, -1.586, 2.788)  -0.392
H (-1.028, 0.163, 0.086)  0.249
H (0.632, 0.845, 0.215)  0.221
H (0.336, -0.636, -0.862)  0.202

Charge   -1
E_tot   -297.02880 hartree
Gap between HOMO and LUMO   8.88 eV
Highest occupied orbital energy   -4.421 eV

# 2
DFT (ωB97M-V/def2-TZVPD) results for a gas-phase ion, C2H3N4 (charge +1) in a non-equilibrium geometry.

Each line ends with the Mulliken charge.
Geometry (Å):
C (0.949, -1.125, -0.759)  -0.553
N (0.247, -0.030, -0.337)  0.126
C (-0.375, 0.941, -0.288)  0.420
N (-1.206, 1.753, 0.229)  -0.675
N (-1.477, 1.428, 1.357)  0.950
N (-1.644, 0.934, 2.327)  -0.183
H (1.185, -1.727, 0.080)  0.278
H (0.493, -1.679, -1.478)  0.323
H (1.828, -0.495, -1.133)  0.313

SMILES   CN=C=N[N+]#N
Charge   +1
E_tot   -296.60993 hartree
Gap between HOMO and LUMO   10.77 eV
Highest occupied orbital energy   -16.335 eV

# 3
DFT (ωB97M-V/def2-TZVPD) results for a gas-phase ion, C2H3N4 (charge +1) in a non-equilibrium geometry.

Each line ends with the Mulliken charge.
Geometry (Å):
C (-1.188, -1.080, -0.750)  -0.054
C (0.469, 0.678, 0.364)  0.345
N (-1.753, -0.068, -0.481)  0.464
N (-0.522, 1.282, 0.462)  0.315
N (-1.722, 1.064, 0.058)  -0.723
N (1.611, 0.155, 0.586)  -0.337
H (-0.973, -1.764, -1.605)  0.359
H (1.531, -0.502, 1.334)  0.305
H (2.547, 0.236, 0.032)  0.326

Charge   +1
E_tot   -296.55025 hartree
Gap between HOMO and LUMO   8.49 eV
Highest occupied orbital energy   -14.509 eV

# 4
DFT (ωB97M-V/def2-TZVPD) results for a gas-phase ion, C2H3N4 (charge +1) in a non-equilibrium geometry.

Each line ends with the Mulliken spin population.
Geometry (Å):
C (1.439, -0.531, -0.622)  0.847
C (-1.524, 0.001, -0.071)  -0.014
N (1.955, 0.421, -0.020)  0.812
N (0.836, -0.308, 0.636)  0.228
N (-1.003, 0.990, -0.596)  0.064
N (-0.366, 0.414, 0.650)  0.077
H (1.389, -1.184, -1.465)  -0.005
H (-2.276, -0.762, -0.028)  -0.003
H (-0.451, 0.959, 1.517)  -0.004

2S+1   3
Charge   +1
E_tot   -296.35382 hartree
Gap between HOMO and LUMO (spin up / spin down)   6.07 / 8.62 eV
Expectation value of S²   2.007
Highest occupied orbital energy (spin up / spin down)   -11.736 / -16.945 eV

# 5
DFT (ωB97M-V/def2-TZVPD) results for a gas-phase ion, C2H3N4O (charge -1) in a non-equilibrium geometry.

Each line ends with the Mulliken charge.
Geometry (Å):
C (-1.384, -0.078, 0.002)  -0.728
N (0.026, -0.252, 0.085)  0.467
N (0.670, -1.445, -0.031)  -0.548
N (2.050, -1.116, 0.032)  -0.305
N (2.199, 0.223, -0.010)  -0.375
C (0.985, 0.814, -0.046)  0.444
O (0.759, 2.026, -0.158)  -0.733
H (-2.009, -0.923, 0.564)  0.226
H (-1.747, 0.808, 0.628)  0.246
H (-1.549, -0.054, -1.066)  0.305

SMILES   Cn1nnnc1[O-]
Charge   -1
E_tot   -372.27077 hartree
Gap between HOMO and LUMO   7.24 eV
Highest occupied orbital energy   -3.154 eV

# 6
DFT (ωB97M-V/def2-TZVPD) results for a gas-phase ion, C2H3N4O (charge +1) in a non-equilibrium geometry.

Each line ends with the Mulliken charge.
Geometry (Å):
O (-2.268, 0.326, 0.073)  -0.464
N (-1.121, 0.426, -0.056)  0.731
C (-0.244, -0.642, -0.083)  -0.087
C (1.094, -0.398, 0.078)  -0.047
N (1.584, 0.847, 0.021)  -0.234
N (0.740, 1.918, 0.048)  -0.186
N (-0.503, 1.784, -0.046)  0.123
H (-0.568, -1.670, -0.102)  0.411
H (1.788, -1.233, 0.090)  0.391
H (-1.156, 2.710, -0.095)  0.363

SMILES   O=[n+]1ccnn[nH]1
Charge   +1
E_tot   -371.79163 hartree
Gap between HOMO and LUMO (spin up / spin down)   9.09 / 9.09 eV
Highest occupied orbital energy (spin up / spin down)   -15.870 / -15.869 eV

# 7
DFT (ωB97M-V/def2-TZVPD) results for a gas-phase ion, C2H3N4O3 (charge +1) in a non-equilibrium geometry.

Each line ends with the Mulliken spin population.
Geometry (Å):
C (-1.141, 0.451, -1.948)  0.468
C (0.285, -0.042, -0.361)  0.384
N (1.433, -0.164, 0.219)  0.024
N (0.013, -0.038, -1.658)  -0.158
N (-1.137, 0.734, 0.346)  0.945
N (1.776, -0.552, 1.350)  0.048
O (0.734, -1.074, 2.080)  0.022
O (2.872, -0.520, 1.754)  0.194
O (-1.824, 0.870, -0.787)  0.076
H (-1.515, 0.548, -3.008)  0.006
H (1.031, -1.657, 2.824)  0.000
H (-2.526, 1.443, -0.811)  -0.007

2S+1   3
Charge   +1
E_tot   -522.07284 hartree
Gap between HOMO and LUMO (spin up / spin down)   7.53 / 8.48 eV
Expectation value of S²   2.049
Highest occupied orbital energy (spin up / spin down)   -12.370 / -15.634 eV

# 8
DFT (ωB97M-V/def2-TZVPD) results for C2H3N5O in the gas phase in a non-equilibrium geometry.

Each line ends with the Mulliken charge.
Geometry (Å):
N (-2.126, -0.573, 0.211)  -0.488
C (-0.867, -0.085, -0.134)  0.532
N (-0.815, 1.311, -0.515)  -0.226
N (0.386, 1.801, -0.121)  -0.179
N (1.506, 1.060, 0.529)  -0.366
C (1.265, -0.299, -0.007)  0.563
O (2.440, -0.760, -0.296)  -0.502
N (0.211, -0.964, -0.301)  -0.489
H (-3.006, 0.085, -0.296)  0.359
H (-2.076, -1.591, 0.810)  0.328
H (3.082, 0.014, 0.120)  0.468

SMILES   Nc1nnnc(O)n1
E_tot   -426.86919 hartree
Gap between HOMO and LUMO   9.11 eV
Highest occupied orbital energy   -9.449 eV

# 9
DFT (ωB97M-V/def2-TZVPD) results for C2H3N5O in the gas phase in a non-equilibrium geometry.

Each line ends with the Mulliken charge.
Geometry (Å):
H (-1.245, 1.727, 2.330)  0.239
N (-0.500, 1.123, 1.933)  -0.672
C (-0.432, 0.920, 0.597)  0.487
N (0.527, -0.079, 0.253)  -0.173
C (0.505, -0.861, -0.845)  0.521
N (1.270, -1.812, -1.209)  -0.561
H (2.016, -1.890, -0.421)  0.246
N (-0.712, -0.655, -1.712)  0.009
N (-1.374, 0.346, -1.543)  -0.027
O (-1.166, 1.479, -0.375)  -0.295
H (1.111, -0.296, 0.992)  0.225

SMILES   [H]/N=c1/[nH]/c(=N\[H])nno1
E_tot   -426.91692 hartree
Gap between HOMO and LUMO   8.98 eV
Highest occupied orbital energy   -9.738 eV

# 10
DFT (ωB97M-V/def2-TZVPD) results for a gas-phase ion, C2H3N6O2 (charge -1) in a non-equilibrium geometry.

Each line ends with the Mulliken charge.
Geometry (Å):
C (1.554, -0.215, 0.747)  0.689
C (-2.398, 0.015, -0.528)  -0.639
N (2.948, -1.332, -0.377)  -0.327
N (1.789, -1.459, 0.278)  -0.347
N (2.531, 0.633, 0.467)  -0.284
N (3.302, -0.077, -0.251)  -0.351
N (-1.544, -0.177, 0.559)  -0.680
N (-0.490, 0.521, 0.486)  1.236
O (0.454, 0.187, 1.444)  -0.414
O (-0.238, 1.539, -0.127)  -0.638
H (-3.517, -0.332, -0.583)  0.250
H (-2.474, 1.129, -0.696)  0.242
H (-1.916, -0.432, -1.418)  0.263

Charge   -1
E_tot   -556.89336 hartree
Gap between HOMO and LUMO   8.39 eV
Highest occupied orbital energy   -4.929 eV

# 11
DFT (ωB97M-V/def2-TZVPD) results for a molecular structure, C2H3NO in a non-equilibrium geometry.

Each line ends with the Mulliken charge.
Geometry (Å):
C (-0.821, -0.545, 0.061)  0.078
C (0.830, 0.415, 0.017)  0.102
N (0.410, -0.963, 0.030)  -0.503
O (-0.926, 0.763, -0.025)  -0.462
H (-1.699, -1.303, 0.088)  0.302
H (1.037, 1.052, 0.839)  0.271
H (1.168, 0.581, -1.010)  0.213

E_tot   -207.90569 hartree
Gap between HOMO and LUMO   10.76 eV
Highest occupied orbital energy   -10.059 eV

# 12
DFT (ωB97M-V/def2-TZVPD) results for 2 unconnected molecules or ions with the total composition C2H3NO in a non-equilibrium geometry.

Each line ends with the Mulliken charge.
Geometry (Å):
C (0.232, 0.187, 0.250)  0.064
C (-1.014, -0.377, -0.063)  0.109
N (0.841, 1.188, -0.256)  -0.549
O (-2.152, -0.251, 0.122)  -0.258
H (0.510, -0.275, 1.227)  0.262
H (-0.242, -1.614, -1.199)  0.095
H (1.824, 1.143, -0.081)  0.277

E_tot   -207.84488 hartree
Gap between HOMO and LUMO (spin up / spin down)   9.14 / 9.15 eV
Highest occupied orbital energy (spin up / spin down)   -9.538 / -9.540 eV